The following is a DFT calculation (ωB97M-V with the def2-TZVPD basis set) of a structure of composition C33H34BrIrN3O6S at a distorted geometry.

The geometry in XYZ format:
```
79
Properties=species:S:1:pos:R:3:mulliken_charge:R:1
Ir 0.880 -1.214 -0.586 1.544
C -6.229 -3.178 -0.379 -2.140
C -6.051 -1.664 -0.265 1.764
C -6.651 -1.202 1.070 -1.587
C -6.802 -0.996 -1.425 -1.588
C -4.580 -1.258 -0.319 -0.465
C -3.554 -2.182 -0.462 -0.212
C -2.265 -1.697 -0.496 0.471
Br -0.813 -2.945 -0.700 -0.201
C -1.900 -0.364 -0.394 1.281
O -0.584 -0.007 -0.442 -1.080
C -2.925 0.585 -0.250 -0.868
C -4.226 0.088 -0.222 -0.442
C -2.743 2.106 -0.130 2.550
C -3.379 2.574 1.188 -1.776
C -3.461 2.772 -1.315 -1.746
C -1.293 2.595 -0.136 -2.460
H -7.290 -3.421 -0.334 0.419
H -5.736 -3.707 0.439 0.409
H -5.845 -3.561 -1.327 0.407
H -7.701 -1.492 1.126 0.460
H -6.600 -0.118 1.184 0.326
H -6.126 -1.656 1.912 0.361
H -7.855 -1.280 -1.399 0.461
H -6.389 -1.304 -2.387 0.365
H -6.751 0.092 -1.367 0.324
H -3.744 -3.242 -0.548 0.591
H -5.027 0.807 -0.117 0.333
H -4.444 2.348 1.240 0.356
H -3.265 3.656 1.283 0.451
H -2.890 2.105 2.044 0.395
H -4.527 2.546 -1.334 0.351
H -3.029 2.446 -2.263 0.378
H -3.352 3.856 -1.246 0.451
H -0.707 2.170 0.677 0.445
H -1.304 3.680 -0.014 0.601
H -0.793 2.365 -1.077 0.401
O 7.070 -4.153 -2.370 -0.608
N 6.799 -4.283 -1.192 1.029
O 7.504 -4.835 -0.377 -0.606
C 5.546 -3.677 -0.708 -0.380
C 5.420 -3.546 0.642 -0.806
C 4.269 -2.963 1.225 1.055
C 4.059 -2.704 2.618 -0.800
C 2.957 -2.035 3.018 -1.068
C 1.974 -1.567 2.058 0.068
N 2.075 -2.039 0.793 -0.099
C 3.261 -2.572 0.377 -0.552
C 3.402 -2.674 -1.020 1.096
N 2.353 -2.144 -1.699 -0.589
C 2.366 -2.172 -3.017 -0.171
C 3.438 -2.742 -3.713 -0.870
C 4.515 -3.261 -3.040 -0.417
C 4.534 -3.227 -1.624 0.349
H 6.232 -3.890 1.268 0.572
H 4.790 -3.042 3.342 0.488
H 2.781 -1.806 4.059 0.508
H 0.963 -1.415 2.409 0.451
H 1.521 -1.731 -3.528 0.529
H 3.410 -2.756 -4.793 0.428
H 5.345 -3.684 -3.581 0.560
C 3.040 6.755 1.253 -1.453
C 3.012 5.262 1.096 0.927
C 3.800 4.450 1.913 -0.954
C 3.770 3.074 1.794 -0.729
C 2.929 2.505 0.844 -0.116
C 2.138 3.284 0.013 -0.060
C 2.191 4.661 0.146 -0.956
S 2.917 0.767 0.729 2.120
O 4.245 0.239 0.635 -0.704
O 2.188 0.275 1.943 -0.592
O 2.076 0.466 -0.486 -0.753
H 4.026 7.101 1.560 0.394
H 2.328 7.069 2.020 0.299
H 2.770 7.257 0.325 0.382
H 4.454 4.906 2.645 0.391
H 4.394 2.450 2.419 0.440
H 1.503 2.818 -0.726 0.499
H 1.586 5.280 -0.504 0.367
```

Output
Energy   -4969.8693 Eh
F_max   0.03077 Eh/bohr
Molar mass   872.8 g mol⁻¹
Total charge   +1
E_LUMO   -3.75 eV
ΔE to the lowest compared entry with this formula, charge and spin   0.0 kJ/mol